Record 1
The following is a quantum chemistry calculation of a molecular structure, C44H52ClGeInN2O4, from OMol25.

Computed properties:
ΔE to the lowest compared entry with this formula, charge and spin in kcal per mole: 0.00
⟨S²⟩: 0.7660
HOMO level (alpha / beta) in eV: -10.3 / -10.5
Net charge: +1
Spin multiplicity: 2
HOMO-LUMO gap (alpha / beta) in eV: 7.407 / 6.813
E_LUMO (alpha / beta) in eV: -2.866 / -3.652

Last column: Löwdin charge in e.
CARTESIAN COORDINATES (ANGSTROEM)
In 0.50876 -0.48127 1.31392  1.00
C -1.44894 -3.10166 1.73142  -0.07
C -1.36629 -3.18530 0.36529  -0.11
C 0.06099 -3.58781 0.05425  -0.10
C 0.70575 -3.71458 1.27042  -0.07
C -0.19707 -3.43550 2.32622  -0.22
C 0.04626 -3.57772 3.80176  -0.56
C -0.61377 -2.42578 4.56921  -0.04
C 1.53866 -3.60055 4.12996  -0.04
C -0.58926 -4.90885 4.24432  -0.02
C 0.77747 -3.87271 -1.25801  -0.52
C 2.15440 -4.49335 -0.98289  -0.06
C 0.00301 -4.87678 -2.11935  -0.03
C 1.04303 -2.57458 -2.03933  -0.04
C -2.60950 -2.95475 -0.49119  -0.52
C -2.35727 -2.26487 -1.83401  -0.04
C -3.31667 -4.30477 -0.71948  -0.02
C -3.59773 -2.05660 0.27232  -0.06
H -2.33301 -2.85276 2.29234  0.11
H 1.71972 -4.04753 1.41118  0.10
H -0.16240 -1.46405 4.30492  0.07
H -0.47675 -2.56999 5.64209  0.09
H -1.68420 -2.36523 4.37509  0.08
H 2.02035 -2.66335 3.84273  0.06
H 2.05078 -4.42367 3.63052  0.09
H 1.67846 -3.72886 5.20435  0.09
H -1.65859 -4.92350 4.03196  0.09
H -0.44971 -5.04647 5.31808  0.09
H -0.12789 -5.75021 3.72615  0.09
H 2.07563 -5.41615 -0.40732  0.09
H 2.81087 -3.80179 -0.45129  0.08
H 2.63149 -4.73183 -1.93413  0.09
H -0.12401 -5.82181 -1.58805  0.10
H 0.56235 -5.07717 -3.03509  0.09
H -0.97947 -4.51687 -2.40591  0.05
H 1.57098 -1.85053 -1.41583  0.05
H 0.13381 -2.10989 -2.40427  0.04
H 1.67650 -2.79534 -2.90141  0.10
H -1.79312 -2.87665 -2.53148  0.06
H -1.83983 -1.31049 -1.69701  0.08
H -3.32005 -2.04948 -2.30120  0.09
H -2.68297 -5.02770 -1.22551  0.07
H -4.21165 -4.15593 -1.32718  0.09
H -3.61797 -4.73779 0.23500  0.09
H -3.11790 -1.13452 0.60621  0.07
H -4.02708 -2.56044 1.13760  0.08
H -4.42358 -1.78743 -0.38762  0.09
C 4.98440 -0.86049 2.56796  -0.02
C 5.35291 0.35754 3.11285  -0.02
C 4.38338 1.32149 3.33262  0.01
C 3.06208 1.03901 3.01022  -0.21
N 2.70967 -0.14271 2.49384  0.01
C 3.64839 -1.05905 2.26970  -0.13
C 1.96838 2.03752 3.17050  -0.22
C 2.16415 3.28690 3.74606  0.01
C 1.10989 4.18382 3.77961  -0.03
C -0.11309 3.81345 3.24589  -0.03
C -0.22755 2.54135 2.71372  -0.13
N 0.78043 1.67609 2.68187  0.01
H 5.70895 -1.63672 2.37004  0.12
H 6.38652 0.56251 3.35618  0.12
H 4.66416 2.28267 3.73421  0.11
H 3.31105 -1.99140 1.82834  0.11
H 3.11970 3.56643 4.16196  0.11
H 1.24568 5.16327 4.21766  0.12
H -0.95791 4.48669 3.24360  0.11
H -1.17136 2.19487 2.30440  0.10
C 0.42807 0.68761 -4.05285  -0.15
Ge -0.15710 2.07698 -2.84112  1.01
C -1.93272 1.73446 -2.14126  -0.28
C -2.94890 1.45315 -3.05185  -0.10
C -4.25193 1.24181 -2.61901  -0.07
C -4.54968 1.30999 -1.26758  -0.07
C -3.54326 1.58024 -0.34988  -0.08
C -2.24424 1.78817 -0.78335  -0.13
C 0.36731 3.86495 -3.32908  -0.21
C 1.29086 3.92999 -4.34603  -0.10
C 1.70337 5.16104 -4.89385  -0.06
C 1.17010 6.31994 -4.41438  -0.01
C 0.21775 6.30666 -3.36645  -0.16
C -0.32727 7.51614 -2.87079  -0.03
C -1.24013 7.50815 -1.85727  -0.07
C -1.63808 6.28208 -1.28608  -0.07
C -1.12521 5.10159 -1.74305  -0.03
C -0.19163 5.07156 -2.80655  -0.16
H -0.09191 0.77005 -5.00749  0.04
H 0.18625 -0.27445 -3.60259  0.02
H 1.49979 0.74227 -4.22984  0.03
H -2.73671 1.39970 -4.11467  0.11
H -5.03187 1.02854 -3.33781  0.11
H -5.56449 1.14986 -0.92738  0.11
H -3.77652 1.62795 0.70678  0.11
H -1.46608 2.00384 -0.06003  0.07
H 1.72669 3.02107 -4.74364  0.09
H 2.43358 5.17666 -5.69118  0.11
H 1.47009 7.27512 -4.82800  0.12
H -0.00020 8.44942 -3.31187  0.12
H -1.65576 8.43556 -1.48704  0.11
H -2.36050 6.27707 -0.48004  0.11
H -1.44112 4.17519 -1.28175  0.08
O 2.81120 2.13352 -2.26328  -0.26
Cl 2.27807 1.60994 -1.06235  0.71
O 2.54430 2.40856 0.07536  -0.25
O 2.63106 0.24805 -0.84233  -0.34
O 0.74440 1.59923 -1.21139  -0.46


Record 2
The following is a quantum chemistry calculation of a molecular structure, C44H52MnN4Si2Te at a distorted geometry, from OMol25.

Computed properties:
ΔE to the lowest compared entry with this formula, charge and spin in kcal per mole: 14.88
⟨S²⟩: 6.2036
HOMO level (alpha / beta) in eV: -9.4 / -9.5
Net charge: +1
Spin multiplicity: 5
HOMO-LUMO gap (alpha / beta) in eV: 5.656 / 6.915
E_LUMO (alpha / beta) in eV: -3.762 / -2.630

Last column: Löwdin charge in e.
CARTESIAN COORDINATES (ANGSTROEM)
Mn -0.16787 -0.78201 0.04636  0.68
N 0.56249 -3.57916 2.13938  0.14
C -0.42560 -3.85949 1.22176  -0.26
C -0.90953 -5.17846 1.20241  0.01
C -1.91554 -5.52267 0.33116  -0.04
C -2.39803 -4.54995 -0.53782  -0.04
C -1.86962 -3.28260 -0.45574  -0.10
N -0.91428 -2.91612 0.40907  0.09
C 0.96727 -2.39129 2.70030  -0.30
C 1.88688 -2.45919 3.76154  0.00
C 2.25270 -1.30088 4.40686  -0.03
C 1.67311 -0.09988 4.00403  -0.05
C 0.79088 -0.12203 2.94814  -0.15
N 0.45991 -1.23089 2.27306  0.07
H 0.97353 -4.39854 2.56967  0.15
H -0.51007 -5.89998 1.89929  0.12
H -2.33518 -6.51551 0.33801  0.12
H -3.17351 -4.77226 -1.25061  0.11
H -2.24796 -2.50237 -1.10042  0.09
H 2.29071 -3.41483 4.05984  0.12
H 2.95474 -1.31879 5.22459  0.12
H 1.89808 0.82268 4.51171  0.11
H 0.28112 0.77574 2.62319  0.08
C 3.70142 -4.66652 -0.00913  -0.09
C 3.63609 -3.51337 0.75665  -0.10
C 2.81838 -2.46740 0.38178  -0.07
C 2.05622 -2.53085 -0.79505  -0.31
C 2.15792 -3.69622 -1.57675  -0.03
C 2.95130 -4.74787 -1.17426  -0.08
N 1.18352 -1.52106 -1.12871  -0.12
C 0.99956 -1.22574 -2.46521  -0.34
C 2.06162 -1.22785 -3.38229  -0.04
C 1.85075 -0.85802 -4.69345  -0.07
C 0.59036 -0.48073 -5.13194  -0.08
C -0.47046 -0.47613 -4.24028  -0.07
C -0.27163 -0.84227 -2.92481  -0.05
H 4.32476 -5.49251 0.29687  0.10
H 4.23530 -3.41817 1.65114  0.10
H 2.76824 -1.58006 0.99899  0.08
H 1.58025 -3.77070 -2.48809  0.12
H 2.98635 -5.64255 -1.77767  0.11
H 3.04841 -1.51008 -3.04436  0.12
H 2.67975 -0.85862 -5.38297  0.11
H 0.43537 -0.19870 -6.16083  0.10
H -1.46162 -0.20202 -4.57128  0.10
H -1.12462 -0.89023 -2.24538  0.07
C -6.82790 -0.21176 2.07878  -0.08
C -6.20475 0.82791 1.40893  -0.07
C -4.82722 0.87790 1.32060  -0.04
C -4.04958 -0.12235 1.90261  -0.24
C -4.68533 -1.13162 2.62726  -0.04
C -6.06274 -1.17931 2.70803  -0.08
C -2.59821 -0.22231 1.72203  -0.07
C -1.94690 -0.05171 0.55706  -0.22
C -2.68878 0.30153 -0.67328  -0.30
C -2.32048 1.40935 -1.44509  -0.10
C -2.97024 1.70898 -2.62680  -0.07
C -3.99537 0.89407 -3.07640  -0.07
C -4.38530 -0.20001 -2.32009  -0.05
C -3.75381 -0.49135 -1.12758  -0.06
H -7.90357 -0.26839 2.11031  0.10
H -6.79543 1.59888 0.93963  0.11
H -4.35150 1.69961 0.80751  0.11
H -4.08581 -1.89936 3.09689  0.11
H -6.54073 -1.97849 3.25275  0.10
H -2.05430 -0.55314 2.60163  0.10
H -1.51666 2.05586 -1.10115  0.03
H -2.66772 2.57205 -3.20108  0.11
H -4.49216 1.10321 -4.00975  0.11
H -5.18673 -0.83880 -2.65771  0.11
H -4.09981 -1.32285 -0.52987  0.12
C -2.16824 3.70603 1.20942  -0.16
Si -0.45876 4.47360 0.84081  0.49
C -0.11613 5.89704 2.05781  -0.17
C -0.30209 5.05217 -0.96811  -0.18
C 0.91284 3.16793 1.14810  -0.50
Te 1.06334 1.59354 -0.33063  1.43
C 3.10092 1.22481 0.26431  -0.51
Si 4.33750 2.28282 -0.75558  0.48
C 3.69020 4.06450 -0.93165  -0.18
C 4.43303 1.45382 -2.46773  -0.17
C 5.99300 2.23558 0.18510  -0.17
H -2.75583 4.36345 1.84157  0.04
H -2.09611 2.74492 1.71090  0.02
H -2.73503 3.55805 0.29669  0.02
H -0.83156 6.69975 1.91516  0.03
H 0.87453 6.32202 1.93417  0.03
H -0.20490 5.56556 3.08780  0.03
H -1.16455 5.63996 -1.26321  0.03
H -0.22525 4.20503 -1.64758  0.00
H 0.57665 5.67222 -1.11722  0.03
H 0.81341 2.73756 2.14174  0.00
H 1.88329 3.65304 1.10429  0.00
H 3.31275 0.17676 0.08302  -0.02
H 3.16881 1.40900 1.33517  0.01
H 2.64904 4.07208 -1.24486  -0.01
H 4.26185 4.60865 -1.67477  0.04
H 3.76642 4.61813 -0.00170  0.03
H 3.44126 1.34721 -2.90355  0.01
H 4.87618 0.46377 -2.40395  0.03
H 5.03656 2.03336 -3.15854  0.03
H 5.92975 2.77249 1.12694  0.03
H 6.77469 2.70263 -0.40414  0.03
H 6.31199 1.22078 0.40622  0.03